[1]
Here is an isolated molecule of C3H4INOS in a non-equilibrium geometry from the Open Molecules 2025 dataset. Energies are from ωB97M-V/def2-TZVPD.

energy above the lowest of the compared OMol25 structures with the same formula, charge and spin = 87.8 kcal per mole
calculated total energy = -942.444618 hartree
orbital gap = 0.2654 hartree
F_max = 3.71 eV/Å

Geometry as XYZ:
```
11
Properties=species:S:1:pos:R:3:forces:R:3
I -2.936342 0.355483 -0.544544 -0.1 -0.1 0.1
S -0.796535 0.007778 0.726684 1.0 1.1 -1.5
O 0.233771 2.084220 -0.928846 1.8 -2.7 -1.0
N 0.273688 -0.665853 -0.235583 -0.1 0.5 0.3
C -0.090375 1.795887 0.359966 -2.0 -1.3 -2.0
C 0.881735 -3.101026 0.062580 0.9 -2.8 0.5
C 0.540594 -1.962794 -0.095933 -0.2 0.1 0.3
H 0.629007 1.839966 1.063223 3.0 -0.1 2.1
H 0.846014 1.329311 -1.279622 -1.4 1.7 0.8
H 1.246888 -4.155059 0.283146 -0.8 2.3 -0.6
H -0.828448 2.472092 0.588932 -2.1 1.3 0.9
```
Positions in Å, forces in eV/Å.

=====

[2]
Here is a structure of composition C23H23Br2N9OSeSn from the Open Molecules 2025 dataset. Energies are from ωB97M-V/def2-TZVPD.

energy above the lowest of the compared OMol25 structures with the same formula, charge and spin = 37.1 kcal per mole
calculated total energy = -9222.156682 hartree
orbital gap = 0.2523 hartree
F_max = 0.49 eV/Å

Geometry as XYZ:
```
60
Properties=species:S:1:pos:R:3:forces:R:3
Sn 0.003761 0.264236 -0.453034 -0.1 -0.5 0.1
Br 4.186941 -0.763211 -3.294184 0.0 0.0 0.0
Br 0.563713 -2.935650 -7.020976 0.0 0.0 0.0
Se 0.107832 2.352028 -2.093189 0.2 0.0 0.1
O 1.619577 -0.214076 -1.731842 -0.1 0.0 0.0
N -0.673540 -1.354183 0.385823 -0.1 0.3 -0.1
N 1.848233 0.949452 1.047980 -0.1 0.1 -0.1
N -0.655631 2.041656 1.163042 0.0 0.1 0.0
N 2.334641 2.050760 3.084081 0.0 0.0 0.0
N 4.298476 1.576705 4.165691 0.0 0.0 -0.1
N 3.887512 0.489763 2.198320 0.0 0.0 0.0
N -0.926296 -0.769610 -2.416402 0.1 0.1 0.0
N 3.417146 -0.542607 0.231699 0.2 -0.1 0.1
N -2.631752 3.527320 -1.870767 -0.1 0.0 0.0
C 3.494305 1.362086 3.111040 0.0 0.0 0.0
C 0.053405 -1.123964 -3.286997 0.0 0.0 0.1
C -3.235680 -0.551442 -1.734682 0.0 0.0 0.0
C 1.391593 -0.810203 -2.886935 -0.1 0.0 0.0
C 3.048833 0.310120 1.173175 0.1 0.0 -0.1
C -1.312210 4.025503 2.963574 0.0 0.0 0.0
C -0.222613 -1.759376 -4.510459 0.0 0.0 0.0
C -1.365563 -3.116128 1.758737 0.0 0.1 0.1
C -0.865692 -1.659938 1.796587 0.0 -0.1 -0.2
C -1.582488 -2.021125 -4.794154 0.0 0.0 0.0
C -0.047068 3.461870 2.971956 0.0 0.0 0.0
C -2.542375 -1.655874 -3.901992 0.0 0.0 0.0
C 1.567259 1.787774 2.049861 0.0 0.1 0.0
C 0.417165 -1.626755 2.636454 0.0 0.0 0.0
C -2.247375 3.569148 2.049874 0.0 0.0 0.0
C 0.865602 -2.084336 -5.354946 0.1 0.0 0.0
C -2.185395 -1.011669 -2.693884 0.0 0.0 -0.1
C 2.144036 -1.786132 -4.989510 -0.1 0.0 0.0
C 2.396942 -1.152757 -3.760655 0.1 0.0 0.0
C 0.241517 2.471999 2.045010 0.0 0.0 0.1
C -1.940001 -0.809048 2.483342 0.0 0.0 0.0
C -1.575484 3.069180 -1.950755 0.0 -0.1 0.1
C -1.878311 2.564930 1.172230 -0.1 0.0 0.0
H -2.149659 -1.176847 3.489954 0.0 0.0 0.0
H -1.596031 -3.468041 2.766790 0.0 0.0 0.0
H 0.714441 3.761254 3.674376 0.0 0.0 0.0
H -1.845928 -2.507579 -5.723473 0.0 0.0 0.0
H -2.859693 -0.652526 -0.716735 0.0 0.0 0.0
H 0.764912 -0.602807 2.781158 0.0 0.0 0.0
H -3.483091 0.495276 -1.933069 0.0 0.0 0.0
H -0.602406 -3.761345 1.324017 0.0 0.0 0.0
H 2.972321 -2.032957 -5.637851 0.0 0.0 0.0
H -4.145028 -1.139685 -1.846175 0.0 0.0 0.0
H -1.567171 4.804193 3.669868 0.0 0.0 0.0
H -1.617315 0.229441 2.569252 0.0 0.0 0.0
H -3.247158 3.975290 2.007906 0.0 0.0 0.0
H 2.894955 -0.611216 -0.636585 -0.1 0.0 -0.1
H 0.252194 -2.057375 3.627196 0.0 0.0 0.0
H -3.587381 -1.845800 -4.102859 0.0 0.0 0.0
H 4.070637 2.307273 4.814195 0.0 0.0 0.0
H -2.262922 -3.183396 1.143889 0.0 0.0 0.0
H -2.585067 2.165801 0.456394 0.0 0.0 0.0
H 5.207918 1.151861 4.175041 0.0 0.0 0.0
H -2.865370 -0.835481 1.904991 0.0 0.0 0.0
H 4.332307 -0.950039 0.315393 0.0 0.0 0.0
H 1.203499 -2.191764 2.133213 0.0 0.0 0.0
```
Positions in Å, forces in eV/Å.

=====

[3]
Here is a structure of composition C36H35GeN4O4SY in a non-equilibrium geometry from the Open Molecules 2025 dataset. Energies are from ωB97M-V/def2-TZVPD.

energy above the lowest of the compared OMol25 structures with the same formula, charge and spin = 10.7 kcal per mole
calculated total energy = -4426.259352 hartree
orbital gap (spin up / spin down) = 0.1984 / 0.2340 hartree
F_max = 2.01 eV/Å

Geometry as XYZ:
```
82
Properties=species:S:1:pos:R:3:forces:R:3
Y 1.014703 0.101732 0.093330 -0.6 1.0 -1.6
Ge -3.020904 3.298039 -1.575793 0.0 0.1 0.0
S 2.818185 -2.599287 -1.112171 0.3 0.1 -0.2
O 3.799729 -2.942403 -2.183815 -0.3 0.2 0.4
O 0.679242 2.678954 0.635628 0.0 -0.3 -0.1
O 1.191395 -1.753579 1.062540 0.2 -0.5 0.7
O 2.569862 0.081925 1.406087 0.8 -0.3 1.0
N 0.240416 -0.130623 3.196272 0.3 -0.1 0.1
N 0.435033 0.887607 -2.162305 0.2 0.0 0.0
N 1.859526 -1.278193 -1.553316 0.1 -0.6 -1.0
N 0.015459 0.637443 2.160683 -0.4 0.4 0.5
C 3.331636 -2.013189 2.223763 0.0 0.0 -0.1
C 1.573651 -2.145181 -3.863556 0.0 0.1 0.1
C 1.601327 -3.934733 -1.204493 0.0 -0.2 -0.1
C 2.133008 -5.191730 -1.464961 -0.1 0.0 0.0
C 0.237201 -3.781861 -1.006097 0.0 0.1 0.0
C 2.273889 -2.964056 4.217201 0.2 -0.1 0.0
C -1.849288 3.390324 3.846940 0.1 0.0 -0.1
C 1.417466 -1.186708 -2.831507 0.0 0.3 -0.1
C 0.276249 0.279072 -4.511246 -0.1 0.2 0.2
C -0.349454 1.567309 -4.795902 0.1 -0.2 -0.1
C -2.074555 4.998795 -1.565501 0.1 0.3 0.0
C 0.697773 0.041727 -3.153251 -0.3 0.2 0.0
C -0.533508 1.889068 2.502175 0.2 -0.3 -0.2
C 1.118047 -1.889017 -5.129222 -0.1 0.1 -0.2
C 0.205154 -3.126462 6.101061 0.1 0.0 -0.1
C 1.265909 -4.030412 6.134984 0.0 0.0 0.0
C -0.600192 -4.883088 -1.081783 0.0 -0.1 0.0
C 1.290691 -6.295544 -1.529137 0.1 0.0 0.0
C -1.364671 2.115441 3.588849 -0.1 0.0 0.1
C -0.645452 2.413587 -3.818024 -0.1 0.0 0.1
C -1.739546 1.824980 -1.628140 0.2 -0.3 -0.1
C 2.145021 -1.143746 1.932394 -0.2 0.2 0.3
C 3.374366 -2.849723 3.250779 -0.1 -0.1 0.2
C -4.053418 3.146601 0.061926 -0.1 0.0 0.2
C -1.487878 4.446740 3.024169 0.0 0.0 0.0
C -0.179707 2.961770 1.676455 0.0 0.3 -0.1
C 1.438705 3.767567 0.101432 0.0 -0.1 0.1
C 2.287573 -3.946060 5.206028 0.0 0.0 0.0
C -0.411467 2.062488 -2.380006 -0.1 -0.2 0.0
C 0.180437 -2.146971 5.127341 0.0 0.0 0.1
C -4.210249 3.181942 -3.100118 -0.1 0.0 -0.2
C 0.487693 -0.668459 -5.466257 0.1 -0.2 -0.1
C 1.184585 -1.035275 3.136354 -0.2 0.0 0.2
C -0.645837 4.239016 1.935853 -0.1 -0.1 0.1
C 1.204844 -2.062545 4.183261 0.0 0.3 -0.3
C -0.074220 -6.143322 -1.340254 0.0 0.0 0.0
H -1.936653 5.334248 -0.535082 0.0 0.0 -0.1
H -1.619696 1.275107 4.219819 0.0 0.0 0.0
H -1.525451 1.569401 -0.582841 0.0 0.0 0.0
H -2.502784 3.557789 4.692397 0.0 0.0 0.0
H -1.097493 4.950049 -2.049405 0.0 0.0 0.0
H 0.805095 4.445555 -0.469334 0.0 0.0 0.0
H -0.592445 -3.189166 6.829234 0.0 0.0 0.0
H -0.358413 5.071021 1.309197 0.0 0.0 0.0
H -3.391848 3.062024 0.926605 0.0 0.0 0.0
H -2.669195 5.750665 -2.087281 0.0 0.0 0.0
H 2.093238 -3.065765 -3.653095 0.0 0.0 0.0
H -0.629141 -1.431049 5.084549 0.0 0.0 0.0
H -0.729909 -7.003429 -1.395798 0.0 0.0 0.0
H -1.094952 3.377345 -4.037878 0.0 0.0 0.0
H -3.649193 3.033919 -4.024003 -0.1 0.0 0.0
H 1.260318 -2.637133 -5.899064 0.0 0.0 0.0
H 0.086899 2.908684 -1.900370 0.0 0.0 0.0
H 4.169684 -1.907211 1.548450 -0.1 0.0 -0.1
H -4.814926 4.085079 -3.196552 0.0 0.0 0.0
H -4.701417 2.268180 0.036870 0.0 0.0 0.0
H -0.553020 1.816499 -5.831928 0.0 0.0 0.0
H -1.666327 -4.757924 -0.938495 0.0 0.0 0.0
H -4.680737 4.030691 0.193146 0.0 0.0 0.0
H 3.115003 -4.645711 5.238681 0.0 0.0 0.0
H 3.195403 -5.295291 -1.644491 0.0 0.0 0.0
H 0.167675 -0.483803 -6.485689 0.0 0.0 0.0
H 1.294953 -4.802400 6.893963 0.0 0.0 0.0
H 4.249069 -3.468306 3.419054 0.0 0.0 0.0
H -0.175372 -2.806329 -0.797953 0.0 0.0 0.0
H -1.859585 5.443832 3.220957 0.0 0.0 0.0
H 2.181557 3.324778 -0.556801 0.0 0.0 0.0
H 1.930087 4.301684 0.913130 0.0 0.0 0.0
H -4.880298 2.330198 -2.967796 0.0 0.0 -0.1
H -2.233431 0.961302 -2.084999 0.0 0.0 0.1
H 1.704864 -7.274504 -1.735826 0.0 0.0 0.0
```
Positions in Å, forces in eV/Å.

=====

[4]
Here is an isolated molecule of C4H5NO in a non-equilibrium geometry from the Open Molecules 2025 dataset. Energies are from ωB97M-V/def2-TZVPD.

energy above the lowest of the compared OMol25 structures with the same formula, charge and spin = 33.8 kcal per mole
calculated total energy = -285.360753 hartree
structure (SMILES) = Nc1ccoc1
orbital gap = 0.3401 hartree
F_max = 1.86 eV/Å

Geometry as XYZ:
```
11
Properties=species:S:1:pos:R:3:forces:R:3
O -1.464242 1.001120 0.446270 0.0 0.1 0.6
N 1.884004 -0.186147 -0.281594 -0.2 -0.1 0.0
C -1.688223 -0.275704 0.146217 -0.4 -0.1 -0.3
C -0.574884 -0.932958 -0.236598 0.1 1.2 -0.2
C -0.106858 1.182199 0.311011 0.3 0.0 0.2
C 0.511551 0.029960 -0.065753 -0.5 0.1 -0.2
H 2.489741 0.426299 0.253760 -0.2 -0.1 -0.1
H 2.156962 -1.147187 -0.125079 -0.1 0.1 -0.1
H 0.223096 2.189455 0.498794 0.2 -0.1 0.1
H -2.693285 -0.666370 0.132043 -0.2 0.5 0.0
H -0.823652 -1.561026 -1.060427 0.9 -1.6 0.0
```
Positions in Å, forces in eV/Å.

=====

[5]
Here is a cluster of 2 separate species, C4H12OS2 in total in a non-equilibrium geometry from the Open Molecules 2025 dataset. Energies are from ωB97M-V/def2-TZVPD.

energy above the lowest of the compared OMol25 structures with the same formula, charge and spin = 30.4 kcal per mole
calculated total energy = -1031.169327 hartree
structure (SMILES) = CCSSCC.O
orbital gap = 0.3244 hartree
F_max = 3.38 eV/Å

Geometry as XYZ:
```
19
Properties=species:S:1:pos:R:3:forces:R:3
S 0.134447 1.126246 2.240490 -0.9 -0.2 -0.4
S 1.755502 1.189862 1.097505 2.2 -0.3 0.0
O -1.930343 -0.247573 -2.162371 -0.6 0.2 0.7
C -0.623518 -0.531873 2.097805 -0.2 0.1 0.5
C 1.544497 0.991786 -0.690905 -2.0 1.1 -0.7
C 2.319615 -0.134938 -1.364358 1.4 -0.1 3.1
C -1.950467 -0.480403 1.351123 -0.7 0.4 0.6
H -1.349856 -0.648581 -2.805641 0.3 0.4 -0.3
H -2.483535 0.473633 1.541074 0.6 -0.2 -0.3
H -0.841092 -0.741213 3.139550 -0.1 -0.1 0.3
H 1.604596 1.975014 -1.211366 0.7 -0.5 0.5
H -1.875746 -0.652015 0.276819 -0.1 0.0 0.2
H 1.691670 -1.003681 -1.221814 -0.4 -0.4 -1.9
H -2.640907 -1.162947 1.855942 0.1 -0.5 -0.6
H 3.128862 -0.568496 -0.715777 -0.2 1.1 -0.1
H 2.882444 0.254734 -2.196623 -0.7 -0.8 -1.1
H 0.477579 0.789724 -0.850673 0.0 -0.2 0.2
H 0.044657 -1.351689 1.792901 0.0 0.6 -0.2
H -1.888405 0.722409 -2.173681 0.3 -0.6 -0.4
```
Positions in Å, forces in eV/Å.

=====

[6]
Here is a cluster of 2 separate species, F2N2O2 in total in a non-equilibrium geometry from the Open Molecules 2025 dataset. Energies are from ωB97M-V/def2-TZVPD.

energy above the lowest of the compared OMol25 structures with the same formula, charge and spin = 59.9 kcal per mole
calculated total energy = -459.358741 hartree
orbital gap (spin up / spin down) = 0.3488 / 0.2833 hartree
F_max = 3.50 eV/Å

Geometry as XYZ:
```
6
Properties=species:S:1:pos:R:3:forces:R:3
F 0.118797 -1.551552 -0.220663 -0.4 -0.7 0.6
F 2.433596 -0.082450 0.657180 -0.2 0.0 -0.1
O -1.165131 1.278934 -0.778802 -0.5 1.5 -0.6
O -0.884572 0.224068 1.093135 -0.7 0.4 2.2
N 0.189678 -0.345602 -0.708974 2.6 -0.4 -2.4
N -0.692370 0.476603 -0.041875 -0.8 -0.9 0.2
```
Positions in Å, forces in eV/Å.

=====

Which formula does entry 2 have? C23H23Br2N9OSeSn